The following is a DFT calculation (ωB97M-V/def2-TZVPD) of a structure of composition C4H4N2O at a distorted geometry.

Properties
- Orbital gap: 0.347 Ha
- Total charge: 0
- ΔE to the lowest compared entry with this formula, charge and spin: 68.26 kcal per mole
- E_tot: -9237.528 eV

Geometry as XYZ:
```
11
Properties=species:S:1:pos:R:3:forces:R:3
O 2.3790 -1.1225 0.3253 -0.68 0.10 -0.15
C 1.2639 -0.7228 0.0558 0.27 0.03 -0.06
C 0.9543 0.6883 -0.1930 -0.38 0.40 -0.08
C -0.3376 1.1076 -0.1948 0.93 -0.21 -1.65
N -1.4550 0.1960 -0.0472 1.36 2.46 2.04
C -1.0410 -1.1358 -0.0225 0.42 -0.25 0.26
N 0.1572 -1.6051 -0.0668 -0.41 0.19 0.19
H 1.7703 1.3844 -0.3608 -0.12 -0.11 0.13
H -0.6553 2.1389 -0.3787 0.24 -0.31 0.04
H -1.1218 0.9090 0.9222 -1.88 -2.41 -0.68
H -1.8851 -1.8311 -0.0367 0.26 0.12 -0.02
```
Forces are in eV/Å.